{
  "formula": "C3H6O",
  "method": "ωB97M-V with the def2-TZVPD basis set",
  "gap_ev": 9.67,
  "smiles": "C/C=C/O",
  "e_tot_ha": -193.107091,
  "symbols": ["O", "C", "C", "C", "H", "H", "H", "H", "H", "H"],
  "coordinates": [[-0.1898, -2.2879, 0.0484], [0.2735, 1.4327, -0.0201], [-0.3928, -0.9366, 0.2293], [0.3991, -0.0435, -0.3505], [0.1184, 1.5698, 1.0427], [-0.3710, 1.9487, -0.7350], [1.2203, 1.9538, -0.2227], [-1.0339, -2.7293, 0.1817], [1.1358, -0.3046, -1.0969], [-1.1597, -0.6031, 0.9229]],
  "atomic_forces_ev_per_a": [[-0.6, 0.3, 0.0], [1.2, -0.2, -0.8], [0.9, 0.1, -0.4], [-0.4, 0.7, 0.2], [-0.7, 0.3, 0.0], [-0.6, 0.0, 0.6], [0.1, -0.4, 0.2], [0.1, -0.2, 0.0], [0.0, -0.4, 0.1], [0.0, -0.3, 0.1]],
  "mulliken_charge": [-0.4767, -1.0653, -0.1956, -0.0965, 0.3218, 0.2648, 0.3212, 0.3324, 0.3279, 0.2660]
}

***

{
  "formula": "C3H6O2",
  "method": "ωB97M-V with the def2-TZVPD basis set",
  "gap_ev": [8.46, 7.54],
  "e_tot_ha": -268.219297,
  "symbols": ["O", "O", "C", "C", "C", "H", "H", "H", "H", "H", "H"],
  "coordinates": [[2.2998, 0.3724, 0.3316], [-2.2651, 0.3372, -0.2872], [-1.3028, 0.2429, 0.6379], [1.2210, 0.2406, -0.5108], [0.0975, -0.5345, -0.0137], [-2.3741, -0.5156, -0.7284], [-0.2365, -0.9713, -1.0092], [2.0945, -0.0207, 1.1731], [-1.2062, 1.3413, 1.0384], [0.3906, -1.2687, 0.7917], [1.2815, 0.7763, -1.4233]],
  "atomic_forces_ev_per_a": [[0.2, 0.9, -1.1], [-1.1, -0.3, -0.5], [2.5, 1.7, -0.6], [0.3, -0.4, 2.5], [-1.6, -0.1, -0.3], [0.0, 0.0, 0.0], [-0.4, -0.3, 1.6], [-0.1, -0.3, 0.5], [0.3, -2.1, -0.3], [-0.2, 0.4, -1.2], [0.0, 0.4, -0.5]],
  "mulliken_charge": [-0.4956, -0.4124, -0.1849, -0.3127, -0.3741, 0.3318, 0.2222, 0.2976, 0.2147, 0.2691, 0.4444]
}

***

{
  "formula": "C3H6O2",
  "method": "ωB97M-V with the def2-TZVPD basis set",
  "gap_ev": 10.51,
  "smiles": "CC=O.C=O",
  "e_tot_ha": -268.334409,
  "symbols": ["O", "O", "C", "C", "C", "H", "H", "H", "H", "H", "H"],
  "coordinates": [[0.4311, 0.8117, -1.9763], [2.0113, -0.6081, 0.8005], [0.9593, -1.0197, 0.3806], [-0.3589, -0.6335, 1.0218], [-0.3777, 1.4095, -1.3320], [-1.4653, 1.2011, -1.4218], [-1.1903, -0.7296, 0.3272], [-0.2409, 0.3681, 1.4300], [0.9298, -1.6753, -0.5087], [-0.1695, 2.1913, -0.5787], [-0.5287, -1.3157, 1.8574]],
  "atomic_forces_ev_per_a": [[0.3, 0.1, 0.0], [-0.2, -0.2, -0.1], [0.1, 0.4, 0.1], [0.5, -0.3, -0.1], [-0.9, 0.0, 0.2], [0.1, -0.1, -0.2], [-0.1, 0.1, 0.0], [-0.2, 0.0, 0.0], [0.0, -0.1, 0.1], [0.5, 0.0, -0.1], [-0.1, 0.0, 0.0]],
  "mulliken_charge": [-0.3782, -0.4777, 0.1382, -0.8627, -0.1666, 0.2702, 0.2311, 0.2628, 0.3764, 0.2793, 0.3271]
}

***

{
  "formula": "C3H6O2",
  "method": "ωB97M-V with the def2-TZVPD basis set",
  "gap_ev": 9.13,
  "e_tot_ha": -268.238913,
  "symbols": ["O", "O", "C", "C", "C", "H", "H", "H", "H", "H", "H"],
  "coordinates": [[-0.8271, -1.1162, -1.3865], [0.7868, -0.4071, 0.4395], [-0.4585, -0.2214, 0.9117], [-1.3703, -0.6326, -0.1910], [1.3632, 0.9073, 0.4226], [-1.8636, 0.3465, -0.3737], [0.6847, 1.5864, -0.1128], [1.5302, 1.2838, 1.4340], [2.2707, 0.7886, -0.1596], [0.1104, -1.2816, -1.2031], [-2.1421, -1.2879, 0.2261]],
  "atomic_forces_ev_per_a": [[0.1, -0.3, 0.1], [-0.4, 0.4, 0.0], [-0.2, -0.2, -0.4], [-0.3, -0.1, 0.3], [0.5, 0.4, 0.0], [0.0, -0.2, 0.1], [0.3, -0.1, 0.1], [0.1, -0.1, -0.1], [0.2, 0.2, 0.1], [-0.1, 0.1, -0.1], [-0.2, 0.0, -0.1]],
  "mulliken_charge": [-0.5002, -0.2043, -0.4189, -0.0919, -0.5609, 0.2707, 0.2989, 0.2947, 0.2444, 0.3358, 0.3315]
}

***

{
  "formula": "C3H6O2",
  "method": "ωB97M-V with the def2-TZVPD basis set",
  "gap_ev": 11.15,
  "smiles": "CC(=O)CO",
  "e_tot_ha": -268.372198,
  "symbols": ["O", "O", "C", "C", "C", "H", "H", "H", "H", "H", "H"],
  "coordinates": [[-0.2626, 0.5390, -2.1831], [-1.6761, -0.0243, -0.0787], [0.4383, 0.3532, -0.9958], [0.1243, -0.4511, 1.4367], [-0.4961, -0.0385, 0.1354], [-0.6749, -0.7070, 2.2267], [0.8241, 0.3830, 1.8122], [0.9511, 1.2654, -0.6705], [-1.1936, 0.4809, -1.9064], [1.2204, -0.4034, -1.0445], [0.7450, -1.3971, 1.2679]],
  "atomic_forces_ev_per_a": [[0.1, -0.1, 0.1], [-1.0, 0.0, 0.1], [0.1, 0.2, 0.6], [0.5, -0.5, 1.5], [0.7, -0.1, -0.1], [1.3, 0.6, -1.3], [-1.0, -1.3, -0.5], [0.0, 0.2, -0.1], [-0.1, 0.0, -0.2], [0.1, -0.2, -0.4], [-0.7, 1.3, 0.2]],
  "mulliken_charge": [-0.5281, -0.5837, -0.5076, -1.0730, 0.8878, 0.2867, 0.2868, 0.2635, 0.3757, 0.2973, 0.2946]
}

***

{
  "formula": "C3H6O2",
  "method": "ωB97M-V with the def2-TZVPD basis set",
  "gap_ev": 11.07,
  "smiles": "O=CO.C=C",
  "e_tot_ha": -268.347291,
  "symbols": ["O", "O", "C", "C", "C", "H", "H", "H", "H", "H", "H"],
  "coordinates": [[1.7016, 2.4633, -3.0390], [2.2492, 0.2733, -2.9432], [1.6412, 1.2094, -2.5103], [-0.9315, -1.1552, 2.7435], [-1.8939, -1.3665, 1.8528], [-2.6488, -0.6126, 1.6863], [-1.9730, -2.3165, 1.3438], [-0.8330, -0.2280, 3.2972], [-0.2566, -1.9306, 3.0724], [1.7676, 2.4245, -3.9808], [1.1771, 1.2391, -1.5227]],
  "atomic_forces_ev_per_a": [[-1.2, -0.3, 1.3], [-0.8, 0.0, -0.2], [1.8, 0.5, 0.2], [-0.3, 0.0, 0.3], [0.4, 0.1, 0.6], [0.0, 0.1, -0.3], [-0.1, 0.0, -0.1], [-0.2, 0.1, -0.1], [0.2, -0.1, -0.3], [0.6, -0.2, -1.2], [-0.4, 0.0, 0.0]],
  "mulliken_charge": [-0.4173, -0.4521, 0.2407, -0.4714, -0.4347, 0.2266, 0.2280, 0.2238, 0.2292, 0.3236, 0.3036]
}

***

{
  "formula": "C3H6O2",
  "method": "ωB97M-V with the def2-TZVPD basis set",
  "gap_ev": 9.55,
  "e_tot_ha": -268.256877,
  "symbols": ["O", "O", "C", "C", "C", "H", "H", "H", "H", "H", "H"],
  "coordinates": [[2.3264, 0.5326, 0.7920], [-2.0913, 1.2649, -0.5221], [-1.7877, 0.6611, 0.6017], [0.8977, -1.1904, -0.0985], [1.4089, 0.2128, 0.0739], [-2.3213, 0.5863, -1.1779], [1.5580, -1.8997, 0.4045], [-1.5390, 1.5205, 1.2692], [0.8115, -1.4347, -1.1650], [0.8510, 0.9851, -0.5051], [-0.1142, -1.2386, 0.3273]],
  "atomic_forces_ev_per_a": [[-0.4, -0.1, -0.4], [0.0, -0.3, 0.1], [-0.1, 0.4, -0.1], [0.1, 0.0, 0.0], [0.1, 0.0, 0.2], [0.0, 0.1, 0.1], [-0.1, 0.1, -0.1], [0.0, -0.1, -0.1], [0.0, 0.1, 0.2], [0.2, 0.0, 0.1], [0.2, 0.0, -0.1]],
  "mulliken_charge": [-0.4832, -0.3403, -0.2205, -0.8424, 0.1627, 0.3992, 0.2934, 0.1399, 0.2680, 0.3169, 0.3063]
}

***

{
  "formula": "C3H6O2",
  "method": "ωB97M-V with the def2-TZVPD basis set",
  "gap_ev": 10.89,
  "smiles": "COC(C)=O",
  "e_tot_ha": -268.294484,
  "symbols": ["O", "O", "C", "C", "C", "H", "H", "H", "H", "H", "H"],
  "coordinates": [[-0.7187, -0.0042, 0.9935], [0.9056, 1.4149, 1.5174], [0.2900, 0.7628, 0.7095], [0.6659, 0.8586, -0.7863], [-0.7888, -1.3309, 0.4116], [1.2244, -0.0380, -1.0965], [0.1927, -1.7250, 0.3243], [-1.7839, -1.6822, 0.9256], [-0.1818, 1.1278, -1.2796], [1.2621, 1.5454, -0.8917], [-1.0676, -0.9293, -0.8280]],
  "atomic_forces_ev_per_a": [[-1.0, -1.2, 2.0], [-0.8, -0.3, 0.2], [2.7, 1.5, -1.5], [-3.4, -7.5, 3.3], [-4.2, 4.1, -3.8], [-0.8, 0.0, -0.3], [0.4, -1.3, 0.7], [2.7, -0.4, -1.2], [-2.5, -0.1, -2.0], [6.4, 7.4, -0.7], [0.5, -2.2, 3.3]],
  "mulliken_charge": [-0.3159, -0.5429, 0.7667, -1.2862, -0.6318, 0.3060, 0.3414, 0.2447, 0.4366, 0.4565, 0.2249]
}

***

{
  "formula": "C3H6O2",
  "method": "ωB97M-V with the def2-TZVPD basis set",
  "gap_ev": 10.49,
  "e_tot_ha": -268.166067,
  "symbols": ["O", "O", "C", "C", "C", "H", "H", "H", "H", "H", "H"],
  "coordinates": [[-0.4588, 0.7461, 0.2922], [1.1431, -0.7479, -0.5157], [0.4688, 1.8050, 0.1805], [-1.0358, -1.5145, 0.0716], [-0.0027, -0.4548, -0.1471], [-2.4887, -0.8403, 0.5672], [-0.4400, -2.1811, 1.3043], [1.1690, 1.7871, 1.1915], [-0.2674, 2.8056, 0.0764], [-1.0363, -2.2556, -1.1797], [1.0070, 1.6838, -0.8020]],
  "atomic_forces_ev_per_a": [[0.5, -1.1, -0.7], [-2.6, 1.5, 0.5], [-0.2, 2.6, 0.8], [-1.6, -2.0, 0.9], [1.4, -0.8, 0.6], [4.1, -2.1, -1.6], [-2.2, 1.7, -4.1], [-1.6, 0.4, -2.9], [2.4, -2.6, 0.6], [-0.3, 2.1, 4.6], [0.0, 0.3, 1.4]],
  "mulliken_charge": [-0.2704, -0.5273, -0.5484, -0.7179, 0.5913, 0.2231, 0.2492, 0.2290, 0.2046, 0.2655, 0.3014]
}

***

{
  "formula": "C3H6O2",
  "method": "ωB97M-V with the def2-TZVPD basis set",
  "gap_ev": 9.42,
  "e_tot_ha": -268.254964,
  "symbols": ["O", "O", "C", "C", "C", "H", "H", "H", "H", "H", "H"],
  "coordinates": [[2.4269, 0.5613, -0.3350], [-1.4476, 0.4645, -0.9177], [0.4008, -0.6028, 0.0846], [1.1919, 0.6361, 0.1371], [-1.0681, -0.2525, 0.2417], [-1.1991, 0.3592, 1.1479], [2.3331, 1.5180, -0.0545], [0.7453, -1.2070, 0.9365], [-1.6598, -1.1710, 0.3572], [-2.3149, 0.8564, -0.7614], [0.5915, -1.1623, -0.8364]],
  "atomic_forces_ev_per_a": [[-1.1, 1.2, 0.6], [-0.3, 0.1, 0.0], [-0.1, -0.2, -0.1], [-1.1, -0.6, 0.5], [0.0, -0.3, 0.3], [0.1, -0.1, -0.2], [2.3, -0.1, -0.8], [0.0, 0.0, -0.1], [0.0, 0.1, -0.1], [0.2, 0.0, -0.1], [0.0, -0.1, 0.0]],
  "mulliken_charge": [-0.2748, -0.5071, -0.3020, -0.6448, -0.3799, 0.3001, 0.6147, 0.2903, 0.3091, 0.2978, 0.2964]
}

***

Repeat the second record exactly.
{
  "formula": "C3H6O2",
  "method": "ωB97M-V with the def2-TZVPD basis set",
  "gap_ev": [8.46, 7.54],
  "e_tot_ha": -268.219297,
  "symbols": ["O", "O", "C", "C", "C", "H", "H", "H", "H", "H", "H"],
  "coordinates": [[2.2998, 0.3724, 0.3316], [-2.2651, 0.3372, -0.2872], [-1.3028, 0.2429, 0.6379], [1.2210, 0.2406, -0.5108], [0.0975, -0.5345, -0.0137], [-2.3741, -0.5156, -0.7284], [-0.2365, -0.9713, -1.0092], [2.0945, -0.0207, 1.1731], [-1.2062, 1.3413, 1.0384], [0.3906, -1.2687, 0.7917], [1.2815, 0.7763, -1.4233]],
  "atomic_forces_ev_per_a": [[0.2, 0.9, -1.1], [-1.1, -0.3, -0.5], [2.5, 1.7, -0.6], [0.3, -0.4, 2.5], [-1.6, -0.1, -0.3], [0.0, 0.0, 0.0], [-0.4, -0.3, 1.6], [-0.1, -0.3, 0.5], [0.3, -2.1, -0.3], [-0.2, 0.4, -1.2], [0.0, 0.4, -0.5]],
  "mulliken_charge": [-0.4956, -0.4124, -0.1849, -0.3127, -0.3741, 0.3318, 0.2222, 0.2976, 0.2147, 0.2691, 0.4444]
}

***

Q: What is the formula in the third record?
A: C3H6O2